{
  "formula": "C4H6O",
  "method": "ωB97M-V with the def2-TZVPD basis set",
  "charge": 0,
  "lumo_energy_ev": [-0.12, -0.13],
  "homo_lumo_gap_ev": [7.39, 7.47],
  "homo_ev": [-7.5118, -7.5991],
  "e_above_lowest_kj_mol": 313.5,
  "symbols": ["C", "C", "C", "C", "O", "H", "H", "H", "H", "H", "H"],
  "xyz": [[1.00551, 0.25858, -0.26552], [0.50015, 0.34509, 1.05261], [0.56918, -0.49156, -1.33432], [-0.95573, 0.25435, 1.28572], [1.30374, -0.78040, -2.41485], [2.00399, 0.68377, -0.39308], [-0.34695, -1.06520, -1.30796], [-1.60249, 0.26285, 0.40045], [-1.24018, 1.07275, 1.95017], [-1.12044, -0.66064, 1.86050], [2.13002, -0.27511, -2.41993]],
  "forces_ev_per_a": [[0.30, -0.03, -0.60], [0.02, -0.05, -0.17], [0.25, 0.27, 1.11], [0.09, -0.16, -0.44], [-0.22, 0.09, 0.01], [0.08, -0.07, -0.12], [-0.12, 0.04, -0.10], [-0.15, -0.03, -0.04], [-0.05, -0.04, 0.05], [-0.09, -0.01, 0.14], [-0.11, 0.00, 0.15]],
  "lowdin_charge": [-0.1885, -0.0557, -0.1552, -0.1840, 0.0480, 0.0838, 0.1256, 0.0592, 0.0712, 0.0789, 0.1168]
}



{
  "formula": "C4H6O",
  "method": "ωB97M-V with the def2-TZVPD basis set",
  "charge": 0,
  "lumo_energy_ev": 1.04,
  "homo_lumo_gap_ev": 10.95,
  "homo_ev": -9.9147,
  "e_above_lowest_kj_mol": 189.5,
  "symbols": ["C", "O", "C", "C", "C", "H", "H", "H", "H", "H", "H"],
  "xyz": [[-0.12231, -1.54593, -0.94483], [-0.81458, -0.53914, -0.24651], [-0.05437, 0.06413, 0.77889], [0.07711, 1.51063, 0.55844], [0.15554, 2.70326, 0.41682], [0.79414, -1.16583, -1.42256], [-0.79782, -1.91159, -1.72201], [0.14507, -2.38261, -0.28188], [-0.55240, -0.10695, 1.74331], [0.94683, -0.38457, 0.84367], [0.22278, 3.75859, 0.27666]],
  "forces_ev_per_a": [[0.09, -0.24, -0.18], [-0.06, 0.04, 0.01], [0.10, 0.07, 0.15], [0.01, 0.56, 0.03], [-0.01, -0.51, 0.01], [-0.17, -0.01, 0.10], [0.12, 0.03, 0.12], [-0.03, 0.10, -0.11], [0.08, 0.04, -0.15], [-0.14, 0.07, -0.01], [0.00, -0.15, 0.02]],
  "lowdin_charge": [-0.1199, -0.1873, -0.2529, -0.0969, 0.1126, 0.0924, 0.0893, 0.0890, 0.1278, 0.1211, 0.0247]
}



{
  "formula": "C4H6O",
  "method": "ωB97M-V with the def2-TZVPD basis set",
  "charge": 0,
  "lumo_energy_ev": 1.19,
  "homo_lumo_gap_ev": 10.33,
  "homo_ev": -9.1405,
  "e_above_lowest_kj_mol": 145.3,
  "symbols": ["C", "C", "C", "C", "O", "H", "H", "H", "H", "H", "H"],
  "xyz": [[1.52046, 0.97521, 0.03422], [1.25504, -0.11992, 0.71100], [-0.66016, -0.61128, -0.53019], [-1.94901, -0.48756, -0.23576], [0.22628, -0.97645, 0.48562], [2.25893, 1.69223, 0.37489], [1.87935, -0.39363, 1.60411], [-0.41458, -0.32264, -1.48467], [-2.62954, -0.23478, -1.01979], [-2.32958, -0.63340, 0.84045], [0.84280, 1.11221, -0.77988]],
  "forces_ev_per_a": [[-0.32, 0.02, 0.06], [1.34, -0.30, 1.81], [-1.97, -0.24, 3.04], [0.06, -0.54, 2.20], [-0.09, 0.02, -1.00], [-0.06, -0.24, -0.39], [-0.96, -0.08, -0.95], [1.69, 0.07, -2.07], [-0.40, 0.10, -0.20], [0.58, 0.15, -1.94], [0.13, 1.04, -0.55]],
  "lowdin_charge": [0.0150, -0.2393, -0.2281, 0.0497, -0.0628, 0.0625, 0.1320, 0.0842, 0.0475, 0.1034, 0.0360]
}



{
  "formula": "C4H6O2",
  "method": "ωB97M-V with the def2-TZVPD basis set",
  "charge": -1,
  "lumo_energy_ev": [3.72, 3.69],
  "multiplicity": 2,
  "homo_lumo_gap_ev": [5.14, 5.91],
  "homo_ev": [-1.4168, -2.2138],
  "e_above_lowest_kj_mol": 369.5,
  "symbols": ["H", "O", "C", "C", "H", "H", "H", "C", "C", "O", "H", "H"],
  "xyz": [[-2.18608, -2.12364, 0.14439], [-3.02497, 0.59590, -0.21155], [-2.76864, -0.62542, -0.06423], [-1.37613, -1.17963, -0.19980], [-3.59837, -1.29597, -0.39518], [-1.16368, -1.46100, -1.24022], [-0.88350, -1.32302, 0.77449], [0.06591, 0.70046, -0.42017], [1.42648, 0.38829, -0.58027], [2.13455, 0.14533, -1.55058], [-0.22975, 1.12330, 0.54429], [-0.43071, 1.18433, -1.27609]],
  "forces_ev_per_a": [[2.59, -1.07, -0.70], [0.11, -2.57, 1.79], [-0.52, 5.63, -4.43], [-4.23, -4.32, 3.39], [-0.14, 0.25, 0.79], [0.54, 0.28, 0.80], [0.97, 0.85, -1.34], [1.67, 1.48, -0.06], [-1.04, 0.12, -0.20], [0.02, -0.06, 0.14], [-0.01, -0.35, -0.22], [0.04, -0.24, 0.04]],
  "lowdin_spin": [-0.0021, 0.0026, 0.0018, 0.0027, 0.0001, 0.0010, 0.0022, 0.1117, 0.5480, 0.3112, 0.0033, 0.0174]
}



{
  "formula": "C4H6O2",
  "method": "ωB97M-V with the def2-TZVPD basis set",
  "charge": 0,
  "lumo_energy_ev": 0.58,
  "homo_lumo_gap_ev": 9.99,
  "homo_ev": -9.4060,
  "e_above_lowest_kj_mol": 165.8,
  "symbols": ["O", "C", "C", "C", "O", "C", "H", "H", "H", "H", "H", "H"],
  "xyz": [[1.24514, -1.27792, 1.00643], [0.57612, -1.24880, -0.01148], [-0.83567, -0.71063, -0.01490], [-0.34256, 0.70246, 0.21557], [-0.01967, 0.93073, 1.51364], [0.08332, 1.43094, -0.81899], [0.49957, 0.11580, 1.75911], [1.04500, -1.43467, -0.99161], [-1.43031, -1.08483, 0.82266], [-1.35377, -0.84818, -0.96640], [-0.15709, 1.10718, -1.82721], [0.68993, 2.31791, -0.68682]],
  "forces_ev_per_a": [[-0.20, -0.56, -0.43], [0.31, -0.30, 0.30], [0.00, -0.08, 0.01], [0.16, -0.02, -0.43], [0.22, 0.02, -0.04], [-0.17, 0.14, 0.08], [-0.35, 0.61, 0.26], [-0.06, -0.13, 0.01], [0.13, 0.10, -0.11], [0.20, 0.03, 0.14], [-0.07, 0.18, 0.16], [-0.18, 0.01, 0.06]],
  "lowdin_charge": [0.0304, -0.2318, -0.0816, -0.4466, 0.0204, 0.0822, 0.0940, 0.1384, 0.1302, 0.1206, 0.0701, 0.0739]
}



{
  "formula": "C4H6O2",
  "method": "ωB97M-V with the def2-TZVPD basis set",
  "charge": 0,
  "lumo_energy_ev": -0.17,
  "homo_lumo_gap_ev": 9.54,
  "homo_ev": -9.7053,
  "e_above_lowest_kj_mol": 113.0,
  "symbols": ["C", "C", "O", "C", "O", "C", "H", "H", "H", "H", "H", "H"],
  "xyz": [[0.95510, 1.62809, 0.50524], [0.51293, 0.58351, -0.47913], [0.81527, 0.53329, -1.64960], [-0.46962, -0.41161, 0.13141], [-1.10040, -0.03539, 1.10295], [-0.87483, -1.74200, -0.40141], [1.63914, 2.32378, 0.02527], [0.08155, 2.14638, 0.91348], [1.43806, 1.13117, 1.35451], [-0.42899, -2.56062, 0.16809], [-1.85122, -1.61407, 0.09730], [-0.73560, -1.93158, -1.47826]],
  "forces_ev_per_a": [[0.17, 0.12, -0.09], [0.22, 0.11, -0.23], [-0.13, -0.10, 0.53], [-0.33, 0.16, 0.63], [0.65, 0.53, 0.03], [-0.12, -0.01, 0.30], [-0.01, -0.01, 0.03], [0.17, -0.08, -0.12], [-0.03, 0.11, -0.12], [0.42, 0.18, -0.06], [-0.48, -1.29, -1.45], [-0.53, 0.28, 0.54]],
  "lowdin_charge": [-0.0107, -0.3684, 0.1156, -0.3771, 0.0783, 0.0020, 0.0867, 0.0925, 0.0975, 0.0909, 0.0977, 0.0949]
}



{
  "formula": "C4H6O2",
  "method": "ωB97M-V with the def2-TZVPD basis set",
  "charge": 0,
  "lumo_energy_ev": 0.89,
  "homo_lumo_gap_ev": 10.63,
  "homo_ev": -9.7371,
  "e_above_lowest_kj_mol": 305.0,
  "symbols": ["O", "C", "C", "C", "O", "C", "H", "H", "H", "H", "H", "H"],
  "xyz": [[1.96782, 0.19290, 0.92206], [1.37664, -0.73675, 0.39657], [0.13419, -0.38051, -0.48365], [-1.22764, -0.44460, 0.25629], [-1.31960, 0.97523, 0.34529], [-0.12702, 1.15003, -0.43636], [2.02787, -1.48645, 0.87158], [0.12132, -0.82263, -1.48690], [-2.05326, -0.87293, -0.32901], [-1.19885, -0.92346, 1.24111], [0.63688, 1.71644, 0.10289], [-0.33834, 1.63273, -1.39986]],
  "forces_ev_per_a": [[-0.34, 1.76, -0.25], [1.22, 1.84, 1.18], [0.31, -0.27, 0.23], [-0.03, -0.46, 0.14], [-0.07, -0.03, 0.03], [0.31, 0.09, -0.21], [-1.66, -2.61, -1.49], [0.26, -0.08, 0.40], [0.22, 0.06, 0.07], [-0.06, 0.07, -0.06], [-0.18, -0.11, -0.13], [0.02, -0.26, 0.10]],
  "lowdin_charge": [0.0018, -0.1592, -0.1688, -0.1588, -0.1049, -0.1461, 0.1291, 0.1347, 0.1195, 0.1205, 0.1098, 0.1223]
}



{
  "formula": "C4H6O2",
  "method": "ωB97M-V with the def2-TZVPD basis set",
  "charge": 0,
  "lumo_energy_ev": 0.38,
  "homo_lumo_gap_ev": 10.20,
  "homo_ev": -9.8239,
  "e_above_lowest_kj_mol": 169.2,
  "symbols": ["C", "C", "O", "C", "C", "O", "H", "H", "H", "H", "H", "H"],
  "xyz": [[1.29759, 0.16947, -0.91960], [0.45176, 0.77932, 0.43768], [0.52739, 1.92075, 0.83390], [-0.60502, -0.30121, 1.10281], [-1.51310, -0.50937, -0.05244], [-1.17463, -1.18146, -0.99575], [0.85717, -0.43676, -1.76329], [2.10346, -0.45078, -0.49856], [1.69924, 1.07829, -1.36540], [-0.04406, -1.21968, 1.31079], [-1.17250, 0.03852, 1.98320], [-2.42728, 0.11292, -0.07333]],
  "forces_ev_per_a": [[-0.43, 0.79, 1.26], [-0.64, -0.65, -0.87], [0.25, -2.01, -0.84], [1.06, 0.80, -0.30], [0.21, -0.15, -0.57], [-0.76, -0.15, 0.06], [-0.30, 0.75, 1.55], [-0.12, 0.35, -0.06], [0.28, -0.05, 0.15], [-0.10, 0.20, -0.07], [0.66, 0.30, -0.29], [-0.11, -0.19, -0.03]],
  "lowdin_charge": [0.0013, -0.2968, 0.0742, -0.0705, -0.2992, 0.0337, 0.0747, 0.0653, 0.0549, 0.1183, 0.1135, 0.1307]
}